Arrangement w

Here is a cluster of 2 separate species, C4H14N2O in total from the Open Molecules 2025 dataset. Energies are from ωB97M-V/def2-TZVPD.

## Properties
LUMO ... 0.98 eV
Structure (SMILES) ... NCCCCN.O
Charge ... 0

Positions of all 21 atoms, in Å:
O (-1.665, -2.341, -3.638)
N (-1.934, 2.000, -0.102)
N (1.646, -2.165, 1.118)
C (1.880, -0.560, 1.109)
C (-0.675, 2.311, 0.579)
C (0.362, 1.239, 0.307)
C (0.594, 0.215, 1.365)
H (-2.461, -2.621, -4.129)
H (1.243, -2.380, 1.951)
H (2.668, -0.489, 2.064)
H (-1.976, 2.599, -0.901)
H (-1.211, -3.102, -3.344)
H (-0.837, 2.252, 1.693)
H (-1.782, 0.938, -0.459)
H (-0.183, -0.641, 1.344)
H (0.219, 0.905, -0.745)
H (-0.162, 3.247, 0.441)
H (0.567, 0.761, 2.292)
H (2.586, -2.415, 1.093)
H (2.420, -0.274, 0.166)
H (1.286, 1.885, 0.356)

Arrangement x

Here is a cluster of 2 separate species, C4H14N2O in total from the Open Molecules 2025 dataset. Energies are from ωB97M-V/def2-TZVPD.

## Properties
LUMO ... 0.97 eV
Structure (SMILES) ... CC(C)NCN.O
Charge ... 0

Positions of all 21 atoms, in Å:
O (-1.929, -2.150, -1.239)
N (1.615, -1.818, -1.125)
N (0.201, -0.267, -0.004)
C (-1.683, 1.237, 0.612)
C (-0.166, 1.106, 0.374)
C (1.259, -0.420, -0.994)
C (0.631, 1.530, 1.608)
H (-1.889, 1.589, 1.634)
H (0.343, 0.872, 2.412)
H (-2.238, 1.950, 0.006)
H (1.012, -2.304, -1.759)
H (-0.003, 1.745, -0.492)
H (2.123, 0.207, -0.782)
H (-2.157, 0.267, 0.583)
H (0.801, -0.062, -1.917)
H (0.169, -0.833, 0.832)
H (-1.201, -1.629, -0.855)
H (-1.582, -3.038, -1.154)
H (0.393, 2.552, 1.908)
H (2.601, -1.977, -1.060)
H (1.700, 1.445, 1.411)

Quick one: most stable of them? arrangement x

Arrangement w

Here is a cluster of 2 separate species, C3H6N2O2 in total from the Open Molecules 2025 dataset. Energies are from ωB97M-V/def2-TZVPD.

## Properties
LUMO (spin up / spin down) ... 0.22 / 0.22 eV
Charge ... 0

Positions of all 13 atoms, in Å:
O (1.806, 1.508, -0.654)
O (-0.043, 2.540, -0.109)
N (-1.423, 0.507, 1.019)
N (0.701, 1.593, -0.193)
C (-0.212, -0.988, -0.466)
C (-0.252, -0.076, 0.644)
C (0.853, -1.733, -0.761)
H (0.864, -2.391, -1.611)
H (-2.077, 0.694, 0.272)
H (0.486, -0.196, 1.425)
H (1.748, -1.696, -0.164)
H (-1.096, -1.023, -1.089)
H (-1.357, 1.261, 1.687)

Arrangement x

Here is a structure of composition C3H6N2O2 from the Open Molecules 2025 dataset. Energies are from ωB97M-V/def2-TZVPD.

## Properties
LUMO ... 0.36 eV
Charge ... 0

Positions of all 13 atoms, in Å:
O (-0.486, 1.196, -0.912)
O (-1.762, -0.857, 0.963)
N (1.651, 0.480, -1.676)
N (-0.048, 1.213, 0.491)
C (-0.445, -0.604, 0.986)
C (0.644, 0.396, -0.885)
C (0.305, -1.011, -0.211)
H (-0.295, -1.596, -0.903)
H (0.038, -0.598, 1.960)
H (1.544, 1.233, -2.350)
H (-2.189, -0.568, 1.781)
H (1.257, -1.479, 0.029)
H (-0.214, 2.195, 0.729)

Arrangement y

Here is the molecule C3H6N2O2 from the Open Molecules 2025 dataset. Energies are from ωB97M-V/def2-TZVPD.

## Properties
LUMO ... 0.92 eV
Structure (SMILES) ... [H]/N=C/OCC(N)=O
Charge ... 0

Positions of all 13 atoms, in Å:
O (-1.201, 1.299, 0.611)
O (1.334, -0.324, 1.190)
N (-1.621, -0.488, -0.784)
N (0.938, 0.709, -0.757)
C (1.719, 0.510, 0.221)
C (-0.005, -0.810, 0.873)
C (-0.858, 0.224, 0.149)
H (1.062, 1.551, -1.298)
H (2.703, 0.960, 0.351)
H (0.129, -1.705, 0.263)
H (-0.590, -1.053, 1.768)
H (-2.471, 0.001, -0.998)
H (-1.139, -0.873, -1.587)

Arrangement z

Here is a cluster of 3 separate species, C3H6N2O2 in total from the Open Molecules 2025 dataset. Energies are from ωB97M-V/def2-TZVPD.

## Properties
LUMO ... 0.44 eV
Charge ... 0

Positions of all 13 atoms, in Å:
O (-0.824, -2.767, -1.416)
O (-2.425, -1.146, -1.569)
N (0.764, 2.474, -1.003)
N (0.162, -0.718, 1.700)
C (1.037, -0.576, 0.698)
C (-0.880, -0.981, 2.285)
C (-1.645, -1.979, -1.573)
H (1.542, 0.348, 0.656)
H (-0.760, -1.217, 3.329)
H (0.398, 2.127, -1.846)
H (1.371, -1.471, 0.209)
H (0.036, 2.543, -0.293)
H (1.224, 3.362, -1.177)

Quick one: most stable of them? arrangement y

Arrangement w

Here is a cluster of 2 separate species, C6H16NO in total from the Open Molecules 2025 dataset. Energies are from ωB97M-V/def2-TZVPD.

## Properties
LUMO ... -3.44 eV
Charge ... +1

Positions of all 24 atoms, in Å:
O (-1.711, 3.134, -1.440)
N (-1.756, 0.202, -1.052)
C (-0.513, -0.913, 0.738)
C (1.266, -0.337, 2.650)
C (1.902, -2.103, 0.795)
C (0.894, -0.963, 1.412)
C (-0.455, 0.315, -0.310)
C (0.800, 0.352, -1.185)
H (-2.531, 0.637, -0.570)
H (0.701, 0.353, 3.210)
H (2.204, -0.649, 3.133)
H (-1.979, -0.726, -1.589)
H (-0.753, 1.208, 0.287)
H (0.545, 0.791, -2.159)
H (1.307, -0.617, -1.267)
H (-1.386, 3.850, -2.075)
H (1.578, -2.313, -0.264)
H (2.936, -1.803, 0.796)
H (-1.347, -0.740, 1.469)
H (1.743, -3.128, 1.258)
H (-0.650, -1.883, 0.197)
H (1.440, 1.113, -0.630)
H (-1.599, 0.868, -1.960)
H (-2.639, 3.353, -1.445)

Arrangement x

Here is a cluster of 2 separate species, C6H16NO in total from the Open Molecules 2025 dataset. Energies are from ωB97M-V/def2-TZVPD.

## Properties
LUMO (spin up / spin down) ... -3.04 / -3.04 eV
Charge ... +1

Positions of all 24 atoms, in Å:
O (1.423, 1.901, -0.685)
N (-0.389, -0.646, 0.951)
C (-1.231, -1.789, 1.368)
C (-0.179, -0.686, -0.495)
C (0.444, 1.484, -1.487)
C (-1.065, 0.608, 1.333)
C (0.723, 1.083, -2.881)
C (0.912, -0.716, 1.637)
H (0.608, -1.357, -0.793)
H (-0.401, 1.451, 1.154)
H (1.382, -1.679, 1.450)
H (0.828, 1.985, -3.493)
H (1.559, 0.076, 1.265)
H (-0.095, 0.503, -3.294)
H (-0.793, -2.721, 1.015)
H (0.782, -0.590, 2.712)
H (-1.970, 0.737, 0.742)
H (2.296, 1.657, -1.031)
H (-2.227, -1.690, 0.938)
H (-1.317, -1.825, 2.453)
H (-1.332, 0.585, 2.388)
H (1.648, 0.514, -2.961)
H (-0.506, 1.941, -1.250)
H (-1.102, -0.825, -1.037)

Arrangement y

Here is a cluster of 2 separate species, C6H16NO in total from the Open Molecules 2025 dataset. Energies are from ωB97M-V/def2-TZVPD.

## Properties
LUMO ... -3.56 eV
Charge ... +1

Positions of all 24 atoms, in Å:
O (-1.426, -3.018, 0.502)
N (-0.860, -0.463, -2.536)
C (1.366, 0.916, 1.143)
C (-1.492, -0.294, -1.143)
C (1.402, 1.308, 2.430)
C (0.260, -0.002, 0.747)
C (-0.788, 0.576, -0.206)
C (2.354, 1.425, 0.141)
H (0.659, -0.971, 0.478)
H (0.009, -0.966, -2.367)
H (2.289, 1.643, 2.954)
H (-0.724, 0.471, -2.920)
H (0.571, 1.118, 3.093)
H (-0.267, 1.392, -0.725)
H (1.905, 2.303, -0.374)
H (-2.369, -2.875, 0.590)
H (3.264, 1.722, 0.601)
H (-2.553, -0.091, -1.355)
H (-1.493, 1.189, 0.387)
H (-0.317, -0.299, 1.649)
H (-1.611, -1.294, -0.631)
H (-1.532, -0.978, -3.101)
H (2.509, 0.711, -0.640)
H (-1.156, -3.522, 1.281)

Quick one: most stable of them? arrangement y

Arrangement w

Here is a cluster of 3 separate species, C4H15NO2 in total from the Open Molecules 2025 dataset. Energies are from ωB97M-V/def2-TZVPD.

## Properties
LUMO ... 0.84 eV
Structure (SMILES) ... CCNCC.O.O
Charge ... 0

Positions of all 22 atoms, in Å:
O (1.746, 0.998, 0.971)
O (1.114, -0.984, 2.444)
N (-0.313, 0.107, -0.409)
C (0.326, -1.153, -0.684)
C (-1.487, 0.201, 0.523)
C (-2.197, 1.471, 0.094)
C (1.047, -1.001, -2.014)
H (-0.270, -2.072, -0.875)
H (1.280, -0.289, 1.900)
H (1.895, -0.318, -1.715)
H (1.936, 1.857, 1.196)
H (-1.081, 0.150, 1.571)
H (1.365, -2.007, -2.343)
H (0.913, 0.930, 0.307)
H (-3.239, 1.814, 0.715)
H (-2.429, 1.448, -0.966)
H (-1.585, 2.342, 0.152)
H (-2.086, -0.659, 0.551)
H (0.986, -1.502, 0.146)
H (0.561, -0.690, -2.933)
H (-0.367, 0.670, -1.252)
H (1.885, -1.313, 2.619)

Arrangement x

Here is a cluster of 3 separate species, C4H15NO2 in total from the Open Molecules 2025 dataset. Energies are from ωB97M-V/def2-TZVPD.

## Properties
LUMO ... 0.66 eV
Structure (SMILES) ... CCCCN.O.O
Charge ... 0

Positions of all 22 atoms, in Å:
O (-1.899, 0.129, -1.138)
O (-3.226, -2.518, 0.038)
N (0.996, -0.758, -1.015)
C (1.705, -0.649, 0.289)
C (-0.050, 1.590, 1.255)
C (2.229, 0.764, 0.519)
C (1.179, 1.865, 0.384)
H (-0.680, 0.805, 0.852)
H (-3.564, -1.753, -0.450)
H (1.633, 2.808, 0.708)
H (1.086, -0.981, 1.120)
H (3.003, 0.937, -0.226)
H (2.716, 0.835, 1.502)
H (0.249, 1.317, 2.270)
H (-2.369, 0.215, -1.976)
H (2.575, -1.308, 0.241)
H (1.638, -0.354, -1.693)
H (-0.702, 2.466, 1.307)
H (-2.326, -2.238, 0.232)
H (0.865, 1.905, -0.659)
H (0.993, -1.757, -1.207)
H (-1.199, -0.516, -1.347)

Quick one: most stable of them? arrangement x